ORCA calculation (wB97M-V/def2-TZVPD) on C40H53BNiO4P2SbSi3 as an isolated structure.

XYZ file:
```
105
Properties=species:S:1:pos:R:3
Ni 0.47 0.32 -0.46
O 0.28 0.26 1.58
P 0.07 -0.99 2.40
C -1.40 -1.89 1.82
P -1.33 -2.39 0.08
O -0.68 -1.33 -0.77
C -0.39 -3.90 -0.03
C 0.85 -3.87 -0.66
C 1.62 -5.02 -0.72
C 1.16 -6.19 -0.14
C -0.08 -6.22 0.49
C -0.86 -5.08 0.54
C -3.01 -2.73 -0.43
C -4.12 -2.61 0.40
C -5.39 -2.89 -0.09
C -5.55 -3.26 -1.41
C -4.45 -3.38 -2.25
C -3.18 -3.12 -1.76
C 1.46 -2.10 2.30
C 1.41 -3.40 2.81
C 2.51 -4.23 2.70
C 3.66 -3.77 2.07
C 3.72 -2.47 1.58
C 2.62 -1.63 1.70
C -0.27 -0.56 4.10
C -0.73 -1.49 5.02
C -0.96 -1.11 6.33
C -0.73 0.20 6.72
C -0.27 1.13 5.81
C -0.04 0.76 4.49
H -2.22 -1.17 1.95
H -1.61 -2.75 2.46
H 1.21 -2.94 -1.10
H 2.58 -5.00 -1.21
H 1.76 -7.08 -0.18
H -0.44 -7.15 0.93
H -1.84 -5.12 1.01
H -4.01 -2.32 1.43
H -6.24 -2.80 0.56
H -6.54 -3.47 -1.79
H -4.58 -3.68 -3.28
H -2.33 -3.21 -2.42
H 0.51 -3.78 3.28
H 2.47 -5.24 3.09
H 4.52 -4.42 1.98
H 4.62 -2.11 1.10
H 2.67 -0.61 1.33
H -0.90 -2.52 4.74
H -1.31 -1.84 7.05
H -0.91 0.49 7.75
H -0.10 2.15 6.11
H 0.31 1.48 3.77
O 3.47 1.16 -0.44
B 2.43 0.37 -0.96
O 2.97 -0.51 -1.92
C 4.32 -0.26 -1.95
C 5.29 -0.86 -2.72
C 6.59 -0.40 -2.56
C 6.89 0.62 -1.66
C 5.90 1.22 -0.88
C 4.62 0.75 -1.06
H 5.04 -1.65 -3.42
H 7.38 -0.84 -3.14
H 7.91 0.95 -1.56
H 6.12 2.01 -0.18
C -0.01 6.10 -1.61
Si 0.92 4.58 -1.03
C 1.44 4.72 0.76
C 2.38 4.22 -2.15
Sb -0.57 2.51 -1.12
Si -1.23 2.13 -3.56
C -1.81 3.71 -4.38
C -2.56 0.81 -3.57
C 0.33 1.48 -4.36
Si -2.68 2.97 0.22
C -2.16 2.92 2.02
C -3.46 4.62 -0.20
C -3.88 1.57 -0.13
H 0.65 6.96 -1.57
H -0.87 6.31 -0.98
H -0.36 5.99 -2.63
H 2.17 5.53 0.88
H 1.90 3.80 1.10
H 0.59 4.94 1.40
H 3.09 5.04 -2.10
H 2.06 4.12 -3.19
H 2.89 3.31 -1.84
H -2.61 4.18 -3.81
H -2.19 3.50 -5.37
H -1.00 4.42 -4.48
H -3.51 1.19 -3.20
H -2.27 -0.04 -2.95
H -2.71 0.45 -4.58
H 1.13 2.22 -4.35
H 0.14 1.21 -5.40
H 0.71 0.59 -3.85
H -1.46 3.71 2.25
H -1.67 1.97 2.25
H -3.03 3.03 2.67
H -2.84 5.45 0.14
H -4.43 4.71 0.28
H -3.61 4.73 -1.27
H -3.39 0.60 -0.13
H -4.36 1.69 -1.10
H -4.66 1.55 0.63
```

Results
charge: +1
spin multiplicity: 3
E_tot: -5181.69559 a.u.
Kohn-Sham gap (alpha / beta): 7.49 / 8.12 eV



ORCA calculation (wB97M-V/def2-TZVPD) on a 10-piece molecular cluster, C40H53F27O21 overall.

XYZ file:
```
141
Properties=species:S:1:pos:R:3
C -2.57 2.58 2.86
C -2.29 1.55 3.91
O -1.38 2.02 4.91
C -1.50 1.58 6.14
O -2.32 0.80 6.53
C -0.46 2.21 7.08
F -0.19 1.36 8.07
F 0.70 2.47 6.46
F -0.92 3.35 7.60
H -1.88 2.62 2.02
H -2.54 3.55 3.35
H -3.57 2.45 2.45
H -1.91 0.57 3.60
H -3.23 1.31 4.41
C 2.68 -1.63 -4.09
C 2.14 -2.83 -4.84
O 2.71 -4.02 -4.29
C 2.39 -5.14 -4.90
O 1.69 -5.25 -5.86
C 3.04 -6.38 -4.28
F 4.11 -6.08 -3.52
F 2.17 -7.04 -3.52
F 3.47 -7.20 -5.24
H 3.66 -1.32 -4.46
H 2.85 -1.85 -3.03
H 2.01 -0.79 -4.21
H 2.39 -2.74 -5.90
H 1.05 -2.86 -4.77
C -0.27 2.39 -10.25
C 0.91 1.68 -9.63
O 1.26 2.36 -8.40
C 1.35 1.65 -7.30
O 1.05 0.50 -7.16
C 1.83 2.49 -6.10
F 0.80 2.77 -5.30
F 2.73 1.79 -5.41
F 2.40 3.64 -6.48
H -0.49 2.04 -11.25
H -0.07 3.46 -10.38
H -1.14 2.39 -9.60
H 1.79 1.73 -10.27
H 0.68 0.65 -9.40
C -1.63 -3.53 6.23
C -0.84 -2.26 6.06
O 0.23 -2.52 5.15
C 0.82 -1.48 4.60
O 0.45 -0.34 4.68
C 1.99 -1.88 3.68
F 3.13 -1.40 4.18
F 2.12 -3.21 3.58
F 1.80 -1.38 2.47
H -2.30 -3.49 7.07
H -0.91 -4.34 6.42
H -2.11 -3.83 5.29
H -0.46 -1.84 7.00
H -1.50 -1.46 5.70
C 1.10 2.04 2.23
C 1.80 3.16 2.95
O 0.83 3.96 3.63
C 1.15 5.19 3.98
O 2.18 5.76 3.80
C -0.01 5.80 4.81
F -1.00 4.93 4.98
F 0.44 6.17 6.02
F -0.49 6.89 4.20
H 0.57 1.36 2.89
H 1.79 1.43 1.64
H 0.38 2.44 1.52
H 2.35 3.78 2.23
H 2.54 2.80 3.67
C -1.62 -4.75 2.00
C -2.05 -5.80 1.01
O -1.33 -5.66 -0.24
C -1.82 -4.77 -1.07
O -2.76 -4.05 -0.89
C -1.00 -4.69 -2.38
F -0.30 -5.81 -2.63
F -1.80 -4.46 -3.41
F -0.12 -3.68 -2.26
H -1.92 -3.76 1.65
H -0.54 -4.76 2.13
H -2.12 -4.95 2.95
H -3.13 -5.86 0.86
H -1.75 -6.80 1.33
C 8.26 6.53 -2.19
C 7.19 5.48 -2.43
O 6.52 5.25 -1.19
C 5.43 4.52 -1.25
O 4.97 4.02 -2.24
C 4.76 4.32 0.12
F 5.21 5.17 1.04
F 3.45 4.49 0.01
F 4.99 3.07 0.56
H 7.84 7.49 -1.89
H 8.80 6.67 -3.13
H 8.96 6.22 -1.42
H 7.70 4.55 -2.71
H 6.51 5.74 -3.24
C -3.58 1.95 -0.72
C -3.12 2.34 -2.10
O -2.63 1.16 -2.74
C -2.25 1.22 -3.99
O -2.34 2.14 -4.74
C -1.66 -0.13 -4.45
F -1.67 -1.06 -3.50
F -2.41 -0.58 -5.47
F -0.41 0.01 -4.88
H -4.41 1.25 -0.79
H -3.93 2.84 -0.20
H -2.76 1.49 -0.18
H -2.29 3.05 -2.05
H -3.90 2.83 -2.68
C -4.24 -1.54 4.25
C -5.17 -2.58 4.82
O -5.43 -3.55 3.80
C -6.33 -4.48 4.05
O -6.97 -4.61 5.04
C -6.46 -5.43 2.83
F -5.27 -5.67 2.26
F -6.98 -6.59 3.22
F -7.26 -4.89 1.91
H -4.72 -0.91 3.50
H -3.35 -2.00 3.82
H -3.88 -0.91 5.06
H -6.12 -2.11 5.11
H -4.79 -3.05 5.72
C -1.14 -0.61 1.18
C -0.82 -1.33 -0.12
O 0.53 -1.04 -0.50
C 0.78 0.19 -0.95
O -0.01 1.10 -0.99
O 2.06 0.24 -1.25
C 2.61 1.47 -1.73
H -1.22 0.46 0.99
H -0.37 -0.85 1.90
H -2.08 -0.97 1.61
H -1.45 -1.05 -0.97
H -0.86 -2.39 0.11
H 2.66 2.24 -0.96
H 2.10 1.85 -2.60
H 3.64 1.21 -1.97
```

Results
SMILES: CCOC(=O)C(F)(F)F.CCOC(=O)C(F)(F)F.CCOC(=O)C(F)(F)F.CCOC(=O)C(F)(F)F.CCOC(=O)C(F)(F)F.CCOC(=O)C(F)(F)F.CCOC(=O)C(F)(F)F.CCOC(=O)C(F)(F)F.CCOC(=O)C(F)(F)F.CCOC(=O)OC
E_tot: -5832.60658 a.u.
Kohn-Sham gap: 11.29 eV



ORCA calculation (wB97M-V/def2-TZVPD) on C40H53N10O5P as an isolated structure.

XYZ file:
```
109
Properties=species:S:1:pos:R:3
O 41.52 14.27 30.02
H 42.21 14.95 29.97
H 40.73 14.72 29.59
H 41.01 14.20 31.01
P 39.13 16.12 31.03
O 39.94 17.37 31.14
O 39.94 14.90 31.83
O 39.34 15.61 29.67
O 37.71 16.13 31.47
N 36.28 15.40 33.37
C 34.96 15.79 33.42
C 34.60 15.47 34.70
C 35.77 14.75 35.32
C 36.79 14.91 34.50
H 36.92 15.63 32.42
H 34.37 16.35 32.53
H 33.51 15.40 34.96
H 35.98 14.32 36.20
H 37.82 14.95 34.60
N 40.52 19.85 30.82
C 39.70 20.73 31.44
C 40.35 21.94 31.43
C 41.58 21.64 30.77
C 41.77 20.35 30.55
H 40.27 18.69 31.10
H 38.77 20.46 31.98
H 39.91 22.94 31.76
H 42.40 22.20 30.68
H 42.59 19.70 30.22
N 36.73 18.44 31.70
C 36.50 19.39 30.66
C 36.10 20.55 31.24
C 35.97 20.37 32.68
C 36.37 19.10 32.95
H 36.94 17.38 31.55
H 36.95 19.06 29.74
H 35.99 21.48 30.68
H 35.80 21.06 33.47
H 36.57 18.51 33.81
N 40.64 18.11 33.54
C 41.76 18.83 33.87
C 41.77 19.07 35.32
C 40.51 18.56 35.79
C 39.83 17.94 34.72
H 40.47 17.76 32.60
H 42.49 19.16 33.15
H 42.48 19.66 35.84
H 40.04 18.58 36.69
H 38.73 17.48 34.55
N 38.67 17.19 27.77
C 39.00 18.50 27.72
C 38.50 19.00 26.57
C 37.67 17.92 25.96
C 37.89 16.75 26.66
H 38.91 16.63 28.56
H 39.82 18.99 28.37
H 38.66 20.02 25.97
H 37.16 18.00 24.92
H 37.41 15.71 26.73
N 40.64 14.38 34.22
C 41.60 14.94 35.04
C 41.41 14.49 36.41
C 40.32 13.27 36.21
C 39.99 13.32 34.87
H 40.25 14.68 33.19
H 42.07 15.84 34.57
H 41.84 15.00 37.04
H 39.96 12.59 36.86
H 39.31 12.78 34.41
N 39.23 13.97 27.97
C 38.68 12.74 28.08
C 39.02 11.94 27.11
C 39.89 12.85 26.14
C 39.98 14.00 26.74
H 39.08 14.84 28.65
H 38.03 12.48 28.90
H 38.82 11.04 26.78
H 40.30 12.52 25.13
H 40.56 14.88 26.25
N 42.33 17.07 30.55
C 42.78 17.31 29.27
C 44.00 16.73 29.09
C 44.38 16.30 30.47
C 43.31 16.57 31.35
H 41.39 17.48 30.75
H 42.01 17.71 28.64
H 44.69 16.63 28.38
H 45.12 15.82 30.72
H 42.98 16.39 32.40
N 39.31 12.54 31.70
C 38.07 12.33 32.23
C 37.89 10.88 32.17
C 39.07 10.32 31.42
C 39.81 11.46 31.10
H 39.85 13.47 31.72
H 37.66 13.08 32.68
H 36.97 10.42 32.50
H 39.30 9.27 31.13
H 40.85 11.49 30.71
N 35.94 15.29 30.02
C 35.55 13.89 30.12
C 34.39 13.89 29.45
C 34.03 15.25 29.00
C 35.13 16.03 29.13
H 36.79 15.65 30.47
H 36.12 13.25 30.68
H 33.68 13.03 29.48
H 33.24 15.69 28.48
H 35.09 17.01 29.12
```

Results
charge: -2
E_tot: -2820.83051 a.u.
Kohn-Sham gap: 7.76 eV



ORCA calculation (wB97M-V/def2-TZVPD) on C40H53N4O4PPtS2Se2 as an isolated structure.

XYZ file:
```
107
Properties=species:S:1:pos:R:3
Pt 0.04 -0.36 0.29
O -4.60 1.71 0.27
C -3.49 1.92 1.15
C -2.38 2.74 0.48
C -2.86 4.19 0.32
O -4.04 4.34 -0.45
C -1.13 2.78 1.36
Se -0.46 1.13 2.14
C -2.02 2.20 -0.91
Se -1.91 0.27 -1.14
H -4.31 1.00 -0.32
H -3.09 0.96 1.48
H -3.87 2.45 2.02
H -2.07 4.78 -0.17
H -3.02 4.62 1.32
H -4.53 3.50 -0.37
H -1.32 3.39 2.26
H -0.32 3.26 0.81
H -1.06 2.62 -1.21
H -2.77 2.52 -1.64
S 1.83 -1.14 1.62
C 1.04 -2.22 2.73
C 1.77 -2.77 3.78
C 1.21 -3.66 4.68
C 2.01 -4.20 5.74
N 2.67 -4.62 6.58
C -0.15 -4.02 4.54
C -0.89 -3.47 3.50
C -0.32 -2.58 2.58
S -1.32 -1.97 1.29
C -0.77 -4.93 5.45
N -1.28 -5.66 6.18
H 2.81 -2.50 3.89
H -1.93 -3.74 3.39
C 2.86 3.35 -3.69
C 1.83 2.87 -2.66
C 1.23 4.11 -1.98
C 0.67 2.20 -3.42
P 2.40 1.64 -1.30
N 1.16 1.08 -0.63
C 3.50 2.64 -0.09
C 4.47 3.67 -0.69
C 4.33 1.67 0.77
C 2.57 3.34 0.90
C 3.56 0.41 -2.18
C 2.82 -0.14 -3.41
C 3.77 -0.80 -1.27
C 4.93 0.92 -2.63
H 2.38 4.09 -4.34
H 3.21 2.54 -4.33
H 3.73 3.83 -3.24
H 0.68 4.69 -2.72
H 1.99 4.77 -1.56
H 0.54 3.83 -1.19
H 0.06 2.98 -3.90
H 0.03 1.63 -2.74
H 1.01 1.53 -4.20
H 5.16 3.23 -1.41
H 5.07 4.10 0.12
H 3.95 4.49 -1.18
H 5.15 1.20 0.21
H 3.70 0.88 1.20
H 4.77 2.23 1.59
H 1.99 4.14 0.45
H 3.17 3.78 1.70
H 1.88 2.62 1.34
H 1.79 -0.41 -3.16
H 3.33 -1.05 -3.75
H 2.81 0.56 -4.25
H 2.82 -1.24 -0.98
H 4.33 -0.58 -0.37
H 4.33 -1.56 -1.83
H 4.88 1.80 -3.26
H 5.43 0.13 -3.20
H 5.58 1.15 -1.78
C -5.07 -2.91 -7.05
C -3.59 -3.13 -6.92
C -2.80 -3.10 -8.07
C -1.43 -3.27 -7.97
C -0.83 -3.48 -6.74
C -1.60 -3.53 -5.58
N -1.08 -3.74 -4.32
C 0.23 -4.05 -3.97
C 1.01 -4.94 -4.70
C 2.29 -5.27 -4.28
C 2.82 -4.72 -3.12
C 2.04 -3.85 -2.38
C 0.75 -3.50 -2.78
C -0.05 -2.55 -1.91
O 0.67 -1.78 -1.20
O -1.29 -2.59 -1.96
C -3.00 -3.35 -5.68
C -3.80 -3.37 -4.40
H -5.34 -2.75 -8.10
H -5.41 -2.04 -6.48
H -5.64 -3.77 -6.69
H -3.26 -2.93 -9.03
H -0.81 -3.22 -8.86
H 0.25 -3.56 -6.67
H -1.56 -3.30 -3.53
H 0.60 -5.40 -5.59
H 2.88 -5.97 -4.87
H 3.81 -4.98 -2.79
H 2.41 -3.41 -1.46
H -3.59 -4.27 -3.83
H -4.87 -3.33 -4.59
H -3.55 -2.53 -3.75
```

Results
charge: -2
E_tot: -8136.12031 a.u.
Kohn-Sham gap: 6.32 eV



Repeat the first record exactly.
ORCA calculation (wB97M-V/def2-TZVPD) on C40H53BNiO4P2SbSi3 as an isolated structure.

XYZ file:
```
105
Properties=species:S:1:pos:R:3
Ni 0.47 0.32 -0.46
O 0.28 0.26 1.58
P 0.07 -0.99 2.40
C -1.40 -1.89 1.82
P -1.33 -2.39 0.08
O -0.68 -1.33 -0.77
C -0.39 -3.90 -0.03
C 0.85 -3.87 -0.66
C 1.62 -5.02 -0.72
C 1.16 -6.19 -0.14
C -0.08 -6.22 0.49
C -0.86 -5.08 0.54
C -3.01 -2.73 -0.43
C -4.12 -2.61 0.40
C -5.39 -2.89 -0.09
C -5.55 -3.26 -1.41
C -4.45 -3.38 -2.25
C -3.18 -3.12 -1.76
C 1.46 -2.10 2.30
C 1.41 -3.40 2.81
C 2.51 -4.23 2.70
C 3.66 -3.77 2.07
C 3.72 -2.47 1.58
C 2.62 -1.63 1.70
C -0.27 -0.56 4.10
C -0.73 -1.49 5.02
C -0.96 -1.11 6.33
C -0.73 0.20 6.72
C -0.27 1.13 5.81
C -0.04 0.76 4.49
H -2.22 -1.17 1.95
H -1.61 -2.75 2.46
H 1.21 -2.94 -1.10
H 2.58 -5.00 -1.21
H 1.76 -7.08 -0.18
H -0.44 -7.15 0.93
H -1.84 -5.12 1.01
H -4.01 -2.32 1.43
H -6.24 -2.80 0.56
H -6.54 -3.47 -1.79
H -4.58 -3.68 -3.28
H -2.33 -3.21 -2.42
H 0.51 -3.78 3.28
H 2.47 -5.24 3.09
H 4.52 -4.42 1.98
H 4.62 -2.11 1.10
H 2.67 -0.61 1.33
H -0.90 -2.52 4.74
H -1.31 -1.84 7.05
H -0.91 0.49 7.75
H -0.10 2.15 6.11
H 0.31 1.48 3.77
O 3.47 1.16 -0.44
B 2.43 0.37 -0.96
O 2.97 -0.51 -1.92
C 4.32 -0.26 -1.95
C 5.29 -0.86 -2.72
C 6.59 -0.40 -2.56
C 6.89 0.62 -1.66
C 5.90 1.22 -0.88
C 4.62 0.75 -1.06
H 5.04 -1.65 -3.42
H 7.38 -0.84 -3.14
H 7.91 0.95 -1.56
H 6.12 2.01 -0.18
C -0.01 6.10 -1.61
Si 0.92 4.58 -1.03
C 1.44 4.72 0.76
C 2.38 4.22 -2.15
Sb -0.57 2.51 -1.12
Si -1.23 2.13 -3.56
C -1.81 3.71 -4.38
C -2.56 0.81 -3.57
C 0.33 1.48 -4.36
Si -2.68 2.97 0.22
C -2.16 2.92 2.02
C -3.46 4.62 -0.20
C -3.88 1.57 -0.13
H 0.65 6.96 -1.57
H -0.87 6.31 -0.98
H -0.36 5.99 -2.63
H 2.17 5.53 0.88
H 1.90 3.80 1.10
H 0.59 4.94 1.40
H 3.09 5.04 -2.10
H 2.06 4.12 -3.19
H 2.89 3.31 -1.84
H -2.61 4.18 -3.81
H -2.19 3.50 -5.37
H -1.00 4.42 -4.48
H -3.51 1.19 -3.20
H -2.27 -0.04 -2.95
H -2.71 0.45 -4.58
H 1.13 2.22 -4.35
H 0.14 1.21 -5.40
H 0.71 0.59 -3.85
H -1.46 3.71 2.25
H -1.67 1.97 2.25
H -3.03 3.03 2.67
H -2.84 5.45 0.14
H -4.43 4.71 0.28
H -3.61 4.73 -1.27
H -3.39 0.60 -0.13
H -4.36 1.69 -1.10
H -4.66 1.55 0.63
```

Results
charge: +1
spin multiplicity: 3
E_tot: -5181.69559 a.u.
Kohn-Sham gap (alpha / beta): 7.49 / 8.12 eV